# 1
Below is the molecule C14H20O at a distorted geometry, with properties calculated with wB97M-V/def2-TZVPD.

Calculated values
Relative energy (zero: lowest compared OMol25 entry of this formula, charge and spin) in kcal per mole: 27.2
Structure (SMILES): C[C@H]1C2=C(CCCC2)[C@@H]2CCC[C@H]1C2=O

```
35
Properties=species:S:1:pos:R:3:forces:R:3
O -0.601 1.907 2.726 0.17 0.78 1.85
C -0.388 1.391 1.675 -0.53 -0.12 -1.03
C -0.409 -0.817 0.552 4.92 -0.11 -2.23
C 0.862 -0.492 -0.067 -3.65 3.25 3.13
C 2.796 0.895 0.855 -2.74 3.67 1.84
C -0.790 -2.282 0.424 -1.61 -0.24 1.48
C 1.636 -1.424 -0.904 -1.42 0.22 -1.56
C -1.260 0.215 1.260 1.78 -0.14 -0.34
C -0.235 -3.048 -0.795 0.31 1.57 0.51
C 0.447 -2.064 -1.741 1.96 -3.18 -0.27
C -2.384 0.805 0.408 0.55 0.60 1.22
C -1.839 1.534 -0.770 1.34 -0.98 -0.18
C -0.717 2.484 -0.367 -0.39 1.98 -0.94
C 1.430 1.065 -0.002 1.17 -3.30 -0.31
C 0.411 2.046 0.596 1.37 0.29 -0.20
H 3.426 0.152 0.569 1.61 -2.21 -1.52
H 3.375 1.870 0.850 -0.61 -1.02 0.04
H 2.582 0.639 1.945 -0.11 0.55 -1.26
H -0.450 -2.895 1.320 -0.66 1.06 -0.61
H -1.932 -2.315 0.409 1.29 -0.17 0.18
H 2.314 -2.133 -0.355 -0.90 0.35 -0.72
H 2.203 -0.829 -1.627 0.46 -0.10 0.35
H -1.593 -0.095 2.235 -0.60 -0.74 0.16
H -1.060 -3.468 -1.275 -1.31 -0.99 -0.92
H 0.380 -3.849 -0.413 0.56 -0.15 -0.33
H -0.344 -1.454 -2.166 0.47 0.95 0.26
H 0.854 -2.645 -2.618 -0.21 0.45 0.74
H -3.029 0.047 0.117 -1.39 -1.55 -0.62
H -2.916 1.431 1.091 -0.65 0.74 0.37
H -1.325 0.710 -1.301 -0.55 0.52 -0.74
H -2.605 2.068 -1.366 0.53 -0.49 0.20
H -0.373 2.938 -1.311 0.61 -0.30 0.31
H -1.215 3.339 0.093 0.04 0.13 0.43
H 1.750 1.325 -1.072 -0.60 -0.11 1.37
H 0.996 2.948 1.024 -1.19 -1.25 -0.69
```
Positions in Å, forces in eV/Å.

***

# 2
Below is a 5-piece molecular cluster, C33H61F20O8PS2 overall at a distorted geometry, with properties calculated with wB97M-V/def2-TZVPD.

Calculated values
Structure (SMILES): CCCC[PH](CCOC(C)=O)(CCC(F)(F)C(F)(F)C(F)(F)C(F)(F)S(F)(F)(F)(F)F)S(=O)(=O)C(F)(F)C(F)(F)C(F)(F)F.CCOCC.CCOCC.CCOCC.CCOCC

```
125
Properties=species:S:1:pos:R:3:forces:R:3
C -1.341 -2.081 2.935 0.18 0.14 0.08
C -0.565 -2.725 1.777 0.16 -0.31 0.04
C -1.124 -4.083 1.304 -0.01 0.21 0.25
C -2.176 -4.007 0.194 -0.19 0.14 0.42
P -1.616 -3.499 -1.481 1.70 -0.98 0.19
C -0.118 -4.663 -1.528 0.10 0.03 0.06
C 1.203 -4.161 -0.968 0.45 -0.29 -0.24
O 1.850 -5.273 -0.299 -0.23 0.34 0.52
C 3.085 -4.974 0.203 0.46 0.13 -0.51
C 3.297 -5.452 1.611 0.11 -0.27 -0.20
O 3.923 -4.403 -0.448 -0.50 -0.02 0.35
C -0.713 -1.972 -1.933 -0.22 0.68 -0.27
C -0.017 -2.097 -3.298 -0.54 0.00 0.06
C 0.599 -0.798 -3.794 0.31 -0.28 -0.26
F 1.208 -1.067 -4.986 -0.25 0.07 0.28
F -0.363 0.129 -4.040 0.26 -0.16 0.13
C 1.717 -0.175 -2.870 0.03 0.26 -0.29
F 2.750 0.228 -3.635 -0.16 -0.12 0.15
F 2.171 -1.137 -2.025 -0.10 0.15 -0.12
C 1.253 1.074 -2.052 -0.04 -0.09 0.13
F 0.055 0.807 -1.484 0.11 0.09 -0.11
F 1.126 2.100 -2.901 0.04 -0.20 0.03
C 2.252 1.390 -0.880 -0.21 0.00 0.08
F 1.963 0.542 0.108 0.01 -0.09 0.15
F 3.500 1.161 -1.268 0.20 0.15 -0.23
S 2.172 3.174 -0.191 -0.22 -0.28 0.42
F 1.688 2.663 1.232 0.01 0.10 -0.12
F 3.671 3.056 0.306 -0.05 0.11 -0.08
F 2.660 3.715 -1.595 0.06 0.05 0.02
F 0.653 3.285 -0.640 0.07 0.13 -0.04
F 2.105 4.655 0.341 0.05 -0.18 -0.13
S -3.639 -2.358 -1.803 -0.99 -0.30 -0.48
O -4.700 -3.299 -1.470 0.09 0.12 0.21
O -3.667 -1.797 -3.145 0.27 0.10 0.15
C -3.859 -0.852 -0.663 -0.35 0.39 -0.47
F -2.903 -0.872 0.302 -0.03 -0.17 -0.08
F -3.634 0.231 -1.433 0.04 -0.07 0.22
C -5.265 -0.654 -0.028 0.49 0.20 0.52
F -6.198 -0.865 -0.949 -0.21 -0.11 -0.21
F -5.335 0.640 0.370 -0.03 0.09 -0.03
C -5.592 -1.467 1.256 0.04 -0.04 -0.23
F -6.802 -1.111 1.676 -0.17 -0.02 0.00
F -5.585 -2.774 1.046 0.06 -0.14 0.01
F -4.711 -1.186 2.218 0.03 0.03 0.08
H -0.644 -1.669 3.668 -0.07 0.03 -0.05
H -1.946 -2.819 3.465 -0.05 0.04 -0.05
H -1.982 -1.260 2.619 -0.11 -0.11 -0.05
H -0.489 -2.038 0.931 -0.03 0.09 0.07
H 0.463 -2.900 2.109 -0.04 0.03 -0.04
H -1.633 -4.536 2.160 0.05 -0.08 -0.08
H -0.306 -4.762 1.063 -0.07 -0.01 -0.18
H -2.606 -5.002 0.034 0.04 0.06 -0.17
H -3.006 -3.394 0.548 0.04 0.06 -0.19
H -2.148 -4.194 -2.580 -0.47 0.24 0.01
H 0.025 -4.998 -2.559 -0.05 0.04 0.00
H -0.384 -5.559 -0.961 -0.12 0.02 -0.10
H 1.884 -3.803 -1.741 -0.13 0.07 0.00
H 1.091 -3.363 -0.229 -0.06 -0.02 0.00
H 2.359 -5.579 2.144 0.03 0.06 0.02
H 3.968 -4.754 2.108 -0.07 -0.03 0.05
H 3.803 -6.420 1.563 -0.04 0.03 0.06
H -1.418 -1.147 -2.045 -0.05 -0.09 0.15
H -0.036 -1.675 -1.133 0.07 -0.31 -0.01
H -0.796 -2.323 -4.034 0.15 0.01 -0.08
H 0.724 -2.892 -3.345 0.13 0.14 0.06
C 5.366 8.911 3.565 -0.08 -0.03 -0.07
C 5.497 7.520 4.164 0.09 0.04 0.02
O 4.318 6.742 4.085 -0.02 -0.01 0.05
C 3.832 6.501 2.775 -0.08 0.00 -0.12
C 4.811 5.773 1.874 0.21 0.03 0.14
H 4.525 9.443 4.014 0.01 0.01 0.02
H 6.277 9.482 3.748 0.01 0.00 0.03
H 5.206 8.878 2.486 0.04 0.00 -0.01
H 5.713 7.597 5.229 -0.03 -0.01 0.01
H 6.340 6.990 3.705 -0.01 0.00 -0.02
H 3.516 7.440 2.305 0.02 0.00 -0.01
H 2.932 5.899 2.912 0.01 -0.01 0.05
H 5.698 6.373 1.669 -0.03 0.02 -0.07
H 4.345 5.552 0.917 0.00 0.02 -0.04
H 5.136 4.837 2.333 -0.06 -0.02 0.00
C -3.647 -7.411 -5.663 0.08 -0.09 -0.06
C -2.655 -7.199 -4.533 -0.05 0.13 0.03
O -1.860 -8.330 -4.231 0.00 -0.02 0.10
C -1.034 -8.802 -5.281 0.05 -0.04 -0.07
C -0.012 -7.789 -5.768 -0.06 0.08 0.05
H -4.279 -8.275 -5.456 -0.02 0.01 0.02
H -4.281 -6.531 -5.769 -0.01 0.01 0.02
H -3.150 -7.579 -6.619 0.00 0.04 -0.01
H -3.199 -6.979 -3.613 0.03 -0.03 0.03
H -2.016 -6.330 -4.740 -0.02 0.00 -0.05
H -1.643 -9.163 -6.118 -0.01 0.03 -0.01
H -0.521 -9.670 -4.866 -0.02 0.00 0.03
H -0.482 -6.928 -6.245 0.00 -0.02 -0.04
H 0.649 -8.252 -6.502 0.01 -0.02 0.01
H 0.593 -7.427 -4.935 0.02 -0.02 0.00
C 7.084 10.084 -1.153 -0.08 -0.03 -0.05
C 7.256 8.674 -0.614 0.08 0.05 0.00
O 6.090 7.876 -0.703 -0.05 -0.03 0.12
C 5.584 7.652 -2.006 -0.04 -0.02 -0.09
C 6.552 6.935 -2.931 0.08 0.02 0.06
H 6.241 10.578 -0.667 0.01 0.01 0.02
H 7.986 10.666 -0.963 0.01 0.00 0.02
H 6.906 10.093 -2.229 0.04 0.00 -0.01
H 7.487 8.715 0.451 -0.02 -0.02 0.01
H 8.101 8.177 -1.103 -0.01 0.01 -0.03
H 5.249 8.593 -2.457 0.03 0.01 0.00
H 4.694 7.038 -1.860 0.00 0.01 0.03
H 7.433 7.538 -3.151 -0.02 0.02 -0.03
H 6.062 6.709 -3.879 -0.02 -0.01 0.00
H 6.888 6.000 -2.481 -0.02 -0.01 -0.01
C -8.782 0.309 7.667 -0.04 -0.04 -0.08
C -7.372 -0.133 7.310 0.01 0.07 0.06
O -7.317 -1.157 6.334 0.03 -0.07 0.00
C -7.879 -0.839 5.073 -0.05 0.00 -0.10
C -7.216 0.335 4.374 0.05 0.12 0.19
H -9.384 -0.547 7.973 0.01 0.00 0.02
H -8.749 1.025 8.489 0.01 -0.01 0.02
H -9.285 0.792 6.828 0.02 0.04 0.01
H -6.888 -0.557 8.190 0.01 -0.03 -0.01
H -6.770 0.729 7.000 -0.02 0.01 -0.02
H -8.958 -0.669 5.164 0.01 0.03 0.02
H -7.753 -1.741 4.473 0.01 -0.02 0.02
H -7.365 1.271 4.914 -0.04 -0.01 0.00
H -7.633 0.460 3.377 -0.01 0.00 -0.03
H -6.141 0.168 4.286 0.00 -0.01 -0.04
```
Positions in Å, forces in eV/Å.

***

no.,HOMO energy (eV)
1,-8.2672
2,-9.1474